The following is a DFT calculation (ωB97M-V/def2-TZVPD) of 12 unconnected molecules or ions with the total composition C33H97N17O12.

Output
lowest unoccupied orbital energy (alpha / beta)	1.9890 / 2.0322	eV
net charge	-1
multiplicity	2
HOMO (alpha / beta)	0.3 / -7.0	eV
<S²>	0.751
energy above the lowest of the compared OMol25 structures with the same formula, charge and spin	0.000	eV
molar mass	924.25	Da

Cartesian coordinates (Å):
O1 0.743 -3.761 0.030
O2 0.842 -2.412 6.980
O3 -0.223 0.809 0.427
O4 -1.315 -3.975 -3.761
O5 2.152 -0.276 3.002
O6 -0.706 3.139 4.477
O7 0.070 2.665 -4.653
O8 -1.040 -5.767 3.976
O9 -2.833 4.100 -0.423
O10 1.503 4.842 -0.626
O11 3.844 -4.997 3.184
O12 -4.633 -1.774 -0.148
N1 -0.644 -4.553 5.763
N2 0.203 -1.219 1.258
N3 2.031 1.549 1.894
N4 3.956 0.804 2.400
N5 0.226 -5.447 -1.312
N6 0.677 -1.147 5.197
N7 -1.870 4.532 -4.093
N8 0.116 4.851 -6.672
N9 -1.090 -3.588 3.849
N10 2.294 8.487 -1.233
N11 -5.424 -4.414 0.589
N12 -3.376 -6.374 -5.558
N13 0.297 -5.854 0.771
N14 4.101 -4.412 0.519
N15 2.013 4.107 4.670
N16 2.546 -2.087 5.561
N17 -0.574 -1.127 -0.681
C1 1.026 2.829 -5.606
C2 1.332 3.380 5.767
C3 -3.160 6.108 -2.799
C4 -4.033 -4.128 0.250
C5 3.557 -3.643 2.720
C6 0.603 4.361 6.657
C7 1.366 6.240 -0.452
C8 -4.101 -0.627 -0.833
C9 -0.885 -2.630 -3.908
C10 -2.843 3.086 0.473
C11 -0.934 -6.385 -5.508
C12 1.510 5.228 -4.707
C13 0.455 -4.947 -0.165
C14 -1.763 2.384 3.786
C15 -2.143 4.929 -2.714
C16 -3.427 -5.423 -0.386
C17 1.318 -1.886 5.986
C18 -0.179 -0.403 0.325
C19 2.672 0.644 2.510
C20 -0.113 1.331 -4.462
C21 -2.190 -4.367 -4.758
C22 0.683 4.166 0.282
C23 1.270 4.319 -5.946
C24 0.332 2.411 5.067
C25 2.760 -5.527 3.954
C26 4.170 -2.048 0.725
C27 2.374 7.064 -1.310
C28 3.829 6.597 -0.988
C29 -2.222 -5.850 -4.795
C30 4.325 -3.318 1.502
C31 -3.997 -3.003 -0.739
C32 -0.909 -4.713 4.474
C33 -2.659 3.751 -1.812
H1 -3.612 3.405 -2.211
H2 -0.840 -5.972 -6.513
H3 -0.927 -7.474 -5.553
H4 -0.184 -2.347 -4.693
H5 1.227 5.000 7.282
H6 -4.137 5.847 -3.208
H7 0.008 -6.762 0.438
H8 0.777 0.703 -4.448
H9 0.849 1.741 4.380
H10 2.768 -1.768 4.629
H11 -4.112 -0.617 -1.923
H12 -1.132 3.887 -4.338
H13 0.150 -6.449 -1.411
H14 -2.003 -3.994 -5.765
H15 -4.070 -5.675 -5.335
H16 -0.522 1.037 -3.495
H17 -3.197 6.519 -1.791
H18 -2.002 2.400 0.374
H19 1.971 2.740 6.375
H20 -1.935 2.937 -1.853
H21 1.216 -0.724 4.455
H22 2.774 8.863 -2.038
H23 -3.529 -3.800 1.159
H24 -2.748 3.680 1.382
H25 0.807 2.267 -6.514
H26 -3.114 -0.382 -0.440
H27 2.575 2.222 1.374
H28 4.161 6.781 0.034
H29 2.166 3.517 3.864
H30 3.134 -1.821 0.472
H31 -2.402 -5.181 -0.668
H32 -4.005 -5.684 -1.272
H33 -1.118 -3.503 2.843
H34 0.382 -2.141 0.885
H35 2.164 6.078 -4.900
H36 2.237 4.207 -6.437
H37 2.964 -6.481 4.439
H38 -1.165 5.313 -2.425
H39 1.530 6.526 0.587
H40 3.764 -2.941 3.528
H41 -4.531 -3.267 -1.652
H42 3.848 5.507 -1.017
H43 0.042 5.070 6.048
H44 2.181 6.610 -2.282
H45 1.984 2.598 -5.141
H46 -0.480 5.180 -5.926
H47 1.190 1.322 1.383
H48 4.093 -5.278 1.038
H49 -3.162 -3.931 -4.529
H50 4.596 7.022 -1.636
H51 3.175 -4.289 0.135
H52 -0.613 -3.625 6.161
H53 -2.301 1.678 4.419
H54 -3.081 -6.341 -6.524
H55 2.565 -4.850 4.785
H56 -2.678 4.166 -4.576
H57 0.581 3.096 0.103
H58 -0.999 -2.748 4.402
H59 -0.681 -5.363 6.366
H60 2.499 -3.396 2.624
H61 2.835 8.890 -0.482
H62 -0.288 4.017 -7.073
H63 -3.804 2.578 0.389
H64 -5.899 -3.531 0.709
H65 0.143 -4.781 -2.067
H66 4.589 0.111 2.773
H67 -0.057 3.767 7.290
H68 -4.705 0.236 -0.554
H69 -0.496 -2.325 -2.937
H70 -0.289 4.653 0.199
H71 0.041 -6.164 -5.073
H72 -2.858 6.860 -3.528
H73 0.289 -5.579 1.743
H74 -1.796 -2.073 -4.126
H75 0.359 6.540 -0.742
H76 0.599 5.697 -4.335
H77 -3.466 -6.140 0.434
H78 5.369 -3.422 1.799
H79 1.021 4.236 1.316
H80 4.812 -2.043 -0.156
H81 -2.957 -2.924 -1.055
H82 1.889 -5.726 3.330
H83 -2.405 3.067 3.231
H84 -0.064 1.727 5.819
H85 -2.330 -6.243 -3.785
H86 -0.429 -2.127 -0.683
H87 -0.688 -0.476 -1.444
H88 3.191 -2.523 6.203
H89 1.945 4.720 -3.846
H90 2.923 4.262 5.079
H91 -0.787 1.106 -5.289
H92 4.672 -1.295 1.333
H93 -1.284 1.786 3.012
H94 0.606 -0.873 2.116
H95 4.322 1.605 1.905
H96 -0.242 -0.792 5.418
H97 -5.767 -4.572 -0.348